The following is a DFT calculation (ωB97M-V/def2-TZVPD) of C28H36N4O2P2Pt as an isolated structure.

```
! wB97M-V def2-TZVPD RIJCOSX def2/J DEFGRID3
* xyz 2 5
Pt -1.36 -3.06 2.11
C 3.90 -1.81 1.83
C 3.07 -0.75 1.84
C 2.47 -0.06 0.64
C 1.48 -0.87 -0.22
C 2.03 -1.89 -1.19
C 3.20 -2.53 -1.13
C 4.49 -1.93 -0.69
C 4.87 -2.25 0.77
C -1.48 -5.07 2.28
H 4.03 -2.31 2.81
H 2.71 -0.37 2.80
H 3.26 0.38 0.01
H 1.89 0.76 1.09
H 0.73 -1.36 0.44
H 0.90 -0.16 -0.81
H 1.22 -2.36 -1.76
H 3.26 -3.59 -1.39
H 4.38 -0.84 -0.77
H 5.28 -2.24 -1.40
H 4.98 -3.34 0.88
H 5.88 -1.80 0.91
H -0.95 -5.31 3.21
H -1.02 -5.63 1.46
H -2.52 -5.41 2.34
P -1.66 -0.80 -0.99
P -0.22 1.80 1.64
N -1.25 -0.88 -2.83
N -3.36 -0.57 -1.42
N 0.80 2.99 0.64
N -0.86 3.18 2.61
C -1.26 1.04 -0.94
C -1.61 1.68 0.43
C -0.87 -2.11 -3.37
C -0.58 -1.93 -4.72
C -0.77 -0.55 -5.03
C -1.19 0.07 -3.84
C -4.35 -1.47 -1.01
C -5.58 -1.03 -1.49
C -5.35 0.18 -2.22
C -3.98 0.43 -2.18
C 2.17 3.17 0.89
C 2.73 3.93 -0.13
C 1.68 4.24 -1.06
C 0.51 3.66 -0.56
C -0.81 4.57 2.47
C -1.78 5.16 3.28
C -2.45 4.09 3.96
C -1.87 2.90 3.54
H -1.79 1.55 -1.75
H -0.19 1.20 -1.15
H -1.98 2.71 0.30
H -2.38 1.09 0.96
H -0.84 -2.99 -2.76
H -0.24 -2.70 -5.40
H -0.59 -0.07 -5.98
H -1.43 1.10 -3.65
H -4.07 -2.32 -0.42
H -6.53 -1.51 -1.34
H -6.07 0.82 -2.71
H -3.43 1.26 -2.60
H 2.64 2.71 1.76
H 3.77 4.22 -0.23
H 1.76 4.77 -2.00
H -0.49 3.62 -1.00
H -0.07 5.05 1.86
H -1.98 6.21 3.39
H -3.25 4.17 4.68
H -2.04 1.88 3.84
O 0.83 -3.68 1.49
C 1.13 -3.19 2.63
O 0.32 -2.48 3.33
H 2.14 -3.34 3.02
*
```

HOMO-LUMO gap (alpha / beta): 0.2560 / 0.1285 Ha
largest force on an atom: 3.876 eV/Å
LUMO energy (alpha / beta): -5.8 / -9.7 eV
<S²>: 6.0293
DFT total energy: -61475.226 eV
energy relative to the best compared isomer or geometry (same formula, charge and spin): 0.0 kcal per mole

Listed below, in e, are the Mulliken charges computed for each atom: Pt 1.017; C -0.922; C -0.513; C 1.322; C 2.360; C -1.016; C -0.345; C -0.754; C -0.931; C -1.077; H 0.659; H 0.440; H 0.728; H -1.746; H -0.078; H -1.119; H -0.073; H 0.387; H 0.189; H 0.481; H 0.365; H 0.410; H 0.297; H 0.297; H 0.319; P 0.143; P 0.114; N 0.442; N 0.612; N 0.673; N 0.265; C -1.391; C -1.451; C -0.348; C -0.663; C -0.716; C 0.101; C -0.478; C -0.673; C -0.575; C -0.265; C -0.396; C -0.623; C -0.770; C -0.169; C -0.164; C -0.635; C -0.600; C -0.307; H 0.243; H 1.257; H 0.502; H 0.669; H 0.569; H 0.478; H 0.471; H 0.410; H 0.467; H 0.448; H 0.456; H 0.313; H 0.521; H 0.509; H 0.502; H 0.452; H 0.358; H 0.451; H 0.457; H 0.444; O -0.663; C 0.106; O -0.711; H 0.473

***

The following is a DFT calculation (ωB97M-V/def2-TZVPD) of C28H36N9OPS4Ti as an isolated structure.

```
! wB97M-V def2-TZVPD RIJCOSX def2/J DEFGRID3
* xyz -1 2
Ti -1.37 -0.93 -0.72
N -3.08 -4.56 -1.87
C -2.68 -3.25 -1.78
S -3.33 -2.35 -0.44
N -1.95 -2.75 -2.72
N -1.60 -1.44 -2.53
C -1.28 -0.75 -3.60
C -1.13 0.66 -3.57
C -0.97 1.38 -4.76
C -0.98 2.76 -4.78
C -1.19 3.46 -3.60
C -1.30 2.78 -2.39
C -1.21 1.38 -2.33
O -1.18 0.74 -1.18
H -3.40 -4.97 -1.01
H -2.50 -5.15 -2.45
H -1.26 -1.27 -4.56
H -0.86 0.82 -5.68
H -0.85 3.30 -5.71
H -1.27 4.54 -3.60
H -1.47 3.33 -1.48
C -1.82 4.62 2.95
C -2.84 3.91 2.15
N -4.05 4.32 1.92
N -4.60 3.37 1.13
C -3.74 2.36 0.85
S -4.01 1.05 -0.11
N -2.60 2.71 1.54
N -1.38 2.08 1.51
H -2.24 5.54 3.35
H -0.95 4.85 2.33
H -1.48 3.99 3.77
H -5.54 3.47 0.78
H -1.35 1.44 0.70
H -1.23 1.50 2.34
S -1.16 -1.09 1.76
C -1.05 -2.81 1.72
C -1.58 -3.55 2.77
C -1.53 -4.95 2.77
C -2.07 -5.68 3.85
N -2.48 -6.29 4.73
C -0.92 -5.62 1.69
C -0.37 -4.88 0.65
C -0.42 -3.49 0.65
S 0.35 -2.63 -0.65
C -0.87 -7.03 1.67
N -0.80 -8.17 1.64
H -2.05 -3.03 3.59
H 0.12 -5.37 -0.18
C 3.54 2.76 0.24
C 2.14 2.24 0.53
C 1.16 3.07 -0.30
P 1.70 0.40 0.33
C 2.84 -0.33 -0.99
C 4.35 -0.22 -0.87
C 2.35 0.21 -2.34
C 2.37 -0.26 1.99
C 2.58 -1.77 1.93
C 3.60 0.40 2.61
H 3.61 3.79 0.59
H 3.72 2.77 -0.84
H 4.33 2.20 0.72
H 1.90 2.41 1.59
H 1.34 2.93 -1.36
H 1.27 4.12 -0.06
H 0.15 2.77 -0.07
H 2.57 -1.39 -0.96
H 4.70 0.80 -0.96
H 4.82 -0.80 -1.67
H 4.70 -0.63 0.08
H 2.59 1.27 -2.45
H 1.26 0.09 -2.41
H 2.81 -0.33 -3.17
H 1.52 -0.07 2.65
H 3.46 -2.02 1.34
H 1.72 -2.25 1.48
H 2.71 -2.17 2.93
H 4.49 0.27 2.00
H 3.79 -0.06 3.58
H 3.45 1.47 2.78
*
```

HOMO-LUMO gap (alpha / beta): 0.2262 / 0.2469 Ha
largest force on an atom: 4.668 eV/Å
LUMO energy (alpha / beta): 2.3 / 2.0 eV
<S²>: 0.7929
DFT total energy: -120828.068 eV
energy relative to the best compared isomer or geometry (same formula, charge and spin): 9.8 kcal per mole

Listed below, in e, are the Mulliken charges computed for each atom: Ti -0.500; N -0.498; C 0.514; S -0.559; N -1.554; N 1.275; C -1.232; C 0.230; C -0.799; C -0.771; C -0.711; C -0.617; C 0.926; O 2.470; H 0.256; H 0.263; H 0.301; H 0.413; H 0.372; H 0.421; H 0.285; C -1.061; C 1.004; N -0.921; N 0.215; C 0.237; S -0.463; N 0.120; N 0.077; H 0.347; H 0.198; H 0.271; H 0.165; H -0.970; H 0.459; S -0.388; C 1.408; C -1.166; C 0.574; C -0.278; N -0.613; C 0.528; C -1.477; C 0.266; S -0.564; C -0.187; N -0.604; H 0.548; H 0.504; C -1.966; C 0.299; C -0.405; P 1.050; C 0.750; C -1.649; C -1.534; C 0.557; C -1.390; C -1.681; H 0.466; H 0.346; H 0.363; H 0.492; H 0.278; H 0.623; H -0.714; H 0.165; H 0.246; H 0.473; H 0.298; H 0.206; H 0.212; H 0.530; H 0.328; H 0.202; H 0.184; H 0.502; H 0.175; H 0.510; H 0.371

***

The following is a DFT calculation (ωB97M-V/def2-TZVPD) of C28H37AlBBrCaCl2F19O14PS3 as an isolated structure.

```
! wB97M-V def2-TZVPD RIJCOSX def2/J DEFGRID3
* xyz 2 1
O 1.14 4.07 1.20
S 1.24 5.22 0.21
O 1.29 6.57 0.88
O 2.69 5.06 -0.67
C 2.33 4.02 -1.63
C 3.55 3.50 -2.52
F 4.69 4.38 -2.35
F 3.27 3.38 -3.91
C 4.01 2.09 -1.86
C 4.06 0.76 -2.69
C 4.48 -0.53 -1.90
C 4.85 -0.48 -0.35
C 4.83 0.89 0.45
C 5.19 1.04 2.00
F 5.67 2.40 2.33
F 6.03 0.05 2.51
F 3.95 0.90 2.71
C 4.41 2.15 -0.33
C 0.95 4.48 -2.30
Br 1.07 5.82 -3.78
C 0.27 3.14 -2.91
C -1.16 2.78 -2.30
O -1.96 2.26 -3.41
C -1.10 1.62 -1.18
F -1.17 0.33 -1.86
F 0.06 1.65 -0.37
F -2.26 1.73 -0.30
O 0.24 5.11 -1.17
H 2.00 3.10 -1.01
H 3.80 0.75 -3.80
H 4.51 -1.53 -2.44
H 5.14 -1.43 0.21
H 4.35 3.16 0.19
H 0.97 2.25 -2.71
H 0.13 3.22 -4.05
H -1.76 3.66 -1.88
H -2.89 2.46 -3.13
F 8.76 -3.60 1.76
P 7.51 -3.40 2.74
F 7.99 -1.87 2.90
F 8.25 -4.72 3.25
F 7.24 -3.04 4.28
F 6.14 -4.24 2.78
F 6.68 -2.91 1.45
Ca 6.76 4.11 2.83
B -0.38 -2.23 0.69
F -1.37 -2.89 -0.11
F 0.05 -3.10 1.75
F 0.75 -1.89 -0.14
F -0.94 -1.03 1.25
C 2.61 -5.23 3.59
C 2.53 -4.23 4.72
O 3.82 -3.98 5.25
H 3.04 -6.17 3.94
H 1.62 -5.43 3.17
H 3.26 -4.86 2.79
H 1.89 -4.61 5.52
H 2.11 -3.27 4.37
H 4.37 -3.64 4.54
O -6.34 -2.39 3.26
S -6.39 -2.77 1.88
O -5.39 -3.61 1.28
O -6.56 -1.45 0.97
C -5.62 -0.38 1.13
C -4.31 -0.69 0.43
C -7.99 -3.48 1.53
H -5.46 -0.16 2.19
H -6.06 0.51 0.68
H -3.79 -1.52 0.92
H -3.65 0.18 0.45
H -4.48 -0.99 -0.60
H -8.76 -2.81 1.93
H -8.03 -4.45 2.03
H -8.10 -3.60 0.45
C 2.58 -0.27 5.94
Cl 0.93 0.31 6.16
Cl 3.52 -0.12 7.43
H 2.55 -1.32 5.64
H 3.06 0.32 5.15
C 0.49 10.18 -2.59
C -0.44 11.10 -2.87
C -0.67 11.54 -4.26
O -1.51 12.38 -4.53
C 0.16 10.92 -5.32
C 1.08 10.00 -5.04
C 1.31 9.56 -3.64
O 2.15 8.72 -3.38
H 0.67 9.85 -1.57
H -1.05 11.56 -2.11
H -0.03 11.25 -6.34
H 1.69 9.54 -5.80
O -7.29 -6.11 -1.72
S -5.91 -6.36 -2.04
O -5.49 -6.73 -3.37
O -5.30 -7.42 -0.98
C -5.98 -8.66 -0.81
C -5.67 -9.63 -1.94
C -4.95 -4.96 -1.53
H -7.05 -8.51 -0.69
H -5.61 -9.09 0.13
H -6.11 -9.28 -2.88
H -6.08 -10.62 -1.73
H -4.60 -9.71 -2.10
H -5.23 -4.70 -0.50
H -5.18 -4.13 -2.19
H -3.89 -5.21 -1.59
Al -9.53 -4.55 3.01
F 6.95 -0.01 0.44
*
```

HOMO-LUMO gap: 0.0750 Ha
largest force on an atom: 6.455 eV/Å
LUMO energy: -10.6 eV
DFT total energy: -272496.752 eV

Atomic partial charges in e from the Mulliken method, atoms 1 to 99: O -0.494; S 1.128; O -0.579; O -0.603; C -0.754; C 1.555; F -0.312; F -0.269; C -0.157; C -0.503; C -0.675; C -0.112; C 0.500; C 0.513; F -0.022; F -0.044; F -0.194; C -0.210; C 0.876; Br 0.020; C -0.934; C -0.263; O -0.555; C 0.692; F -0.274; F -0.212; F -0.295; O -0.356; H 0.560; H 0.469; H 0.438; H 0.438; H 0.074; H 0.077; H 0.653; H 0.512; H 0.384; F -0.291; P 0.880; F -0.290; F -0.281; F -0.297; F -0.234; F -0.260; Ca 1.784; B 0.619; F -0.384; F -0.375; F -0.376; F -0.439; C -1.014; C -0.023; O -0.370; H 0.316; H 0.331; H 0.272; H 0.348; H 0.066; H 0.312; O -0.660; S 1.289; O -0.569; O -0.263; C -0.565; C -0.369; C -0.748; H 0.363; H 0.289; H 0.242; H 0.008; H 0.300; H 0.141; H 0.367; H 0.564; C 0.905; Cl -0.145; Cl -0.160; H -0.318; H -0.246; C -0.396; C -0.327; C 0.317; O -0.522; C -0.336; C -0.318; C 0.433; O -0.570; H 0.449; H 0.418; H 0.419; H 0.443; O -0.654; S 1.224; O -0.605; O -0.241; C -0.333; C -1.014; C -0.735; H 0.313

***

Q: Look up the largest force on an atom of the third one.
A: 6.455 eV/Å

***

Q: Look up the DFT total energy of the third one.
A: -272496.752 eV

***

Q: Which value of largest force on an atom does entry 1 give?
A: 3.876 eV/Å

***

Q: Which of these has the lowest largest force on an atom?
A: C28H36N4O2P2Pt